<w>
Formula: C5H12S
Source: OMol25
Level of theory: the ωB97M-V functional and the def2-TZVPD basis

molar mass: 104.22 u
structure (SMILES): CCCCSC
lowest unoccupied orbital energy: 1.0 eV

Each line ends with the natural charge from an NBO analysis.
Element x y z (Å)
C  0.158  -1.585  1.170  -0.611
C  0.569  -0.119  1.250  -0.410
C  -0.603  0.843  1.097  -0.415
C  -1.087  0.986  -0.342  -0.527
S  0.133  1.720  -1.488  0.187
C  0.808  0.300  -2.317  -0.757
H  -0.327  -1.821  0.219  0.197
H  0.981  -2.301  1.242  0.213
H  -0.479  -1.882  2.009  0.202
H  1.383  0.056  0.543  0.203
H  1.130  -0.014  2.185  0.209
H  -0.499  1.827  1.544  0.216
H  -1.402  0.328  1.646  0.200
H  -1.498  0.057  -0.752  0.212
H  -1.973  1.623  -0.415  0.228
H  1.633  -0.229  -1.848  0.209
H  1.100  0.598  -3.319  0.230
H  -0.028  -0.387  -2.425  0.214


<x>
Formula: C5H12S
Source: OMol25
Level of theory: the ωB97M-V functional and the def2-TZVPD basis

molar mass: 104.22 u
structure (SMILES): C=CC.CSC
lowest unoccupied orbital energy: 1.0 eV

Each line ends with the natural charge from an NBO analysis.
Element x y z (Å)
C  -0.496  1.991  -0.492  -0.766
S  -0.214  2.054  1.268  0.203
C  -1.773  1.390  1.875  -0.758
H  -1.233  2.711  -0.834  0.211
H  -0.648  1.031  -0.983  0.220
H  0.430  2.356  -0.946  0.232
H  -2.369  2.130  2.414  0.217
H  -2.309  0.953  1.041  0.223
H  -1.666  0.576  2.602  0.220
C  1.437  -2.112  0.294  -0.674
C  1.580  -1.477  -1.055  -0.159
C  0.545  -1.253  -1.847  -0.424
H  0.599  -1.670  0.848  0.223
H  1.032  -3.133  0.339  0.221
H  2.320  -2.114  0.931  0.221
H  2.600  -1.197  -1.301  0.196
H  0.530  -0.454  -2.571  0.204
H  -0.365  -1.783  -1.583  0.187


Which of them is the most stable? Correct choice: <w>.